{"formula": "C73H213N31O20P12", "method": "the ωB97M-V functional and the def2-TZVPD basis", "lumo_energy_ha": 0.0087, "homo_energy_ev": -7.8582, "multiplicity": 1, "total_charge": 0, "species": ["O", "P", "N", "C", "C", "N", "C", "C", "N", "C", "C", "H", "H", "H", "H", "H", "H", "H", "H", "H", "H", "H", "H", "H", "H", "H", "H", "H", "H", "O", "P", "N", "C", "C", "N", "C", "C", "N", "C", "C", "H", "H", "H", "H", "H", "H", "H", "H", "H", "H", "H", "H", "H", "H", "H", "H", "H", "H", "O", "P", "N", "C", "C", "N", "C", "C", "N", "C", "C", "H", "H", "H", "H", "H", "H", "H", "H", "H", "H", "H", "H", "H", "H", "H", "H", "H", "H", "O", "P", "N", "C", "C", "N", "C", "C", "N", "C", "C", "H", "H", "H", "H", "H", "H", "H", "H", "H", "H", "H", "H", "H", "H", "H", "H", "H", "H", "O", "P", "N", "C", "C", "N", "C", "C", "N", "C", "C", "H", "H", "H", "H", "H", "H", "H", "H", "H", "H", "H", "H", "H", "H", "H", "H", "H", "H", "O", "P", "N", "C", "C", "N", "C", "C", "N", "C", "C", "H", "H", "H", "H", "H", "H", "H", "H", "H", "H", "H", "H", "H", "H", "H", "H", "H", "H", "O", "P", "N", "C", "C", "N", "C", "C", "N", "C", "C", "H", "H", "H", "H", "H", "H", "H", "H", "H", "H", "H", "H", "H", "H", "H", "H", "H", "H", "O", "P", "N", "C", "C", "N", "C", "C", "N", "C", "C", "H", "H", "H", "H", "H", "H", "H", "H", "H", "H", "H", "H", "H", "H", "H", "H", "H", "H", "O", "P", "N", "C", "C", "N", "C", "C", "N", "C", "C", "H", "H", "H", "H", "H", "H", "H", "H", "H", "H", "H", "H", "H", "H", "H", "H", "H", "H", "O", "P", "N", "C", "C", "N", "C", "C", "N", "C", "C", "H", "H", "H", "H", "H", "H", "H", "H", "H", "H", "H", "H", "H", "H", "H", "H", "H", "H", "C", "N", "O", "O", "H", "H", "H", "C", "C", "O", "P", "O", "O", "C", "C", "O", "C", "C", "H", "H", "H", "H", "H", "H", "H", "H", "H", "H", "H", "H", "H", "H", "H", "C", "C", "O", "P", "O", "O", "C", "C", "O", "C", "C", "H", "H", "H", "H", "H", "H", "H", "H", "H", "H", "H", "H", "H", "H", "H"], "coordinates": [[4.736, -5.822, -3.259], [4.326, -6.348, -1.930], [5.616, -6.806, -0.858], [7.014, -6.692, -1.296], [5.336, -7.429, 0.443], [3.402, -7.783, -2.077], [4.093, -9.079, -2.330], [2.077, -7.751, -2.622], [3.417, -5.180, -0.978], [2.547, -5.639, 0.042], [3.667, -3.731, -0.979], [7.684, -6.338, -0.511], [7.176, -5.860, -1.981], [7.336, -7.617, -1.774], [6.236, -7.796, 0.937], [4.785, -8.360, 0.309], [4.882, -6.672, 1.082], [3.650, -9.864, -1.716], [3.972, -9.389, -3.368], [5.120, -8.955, -1.986], [1.535, -6.869, -2.282], [2.118, -7.792, -3.710], [1.521, -8.619, -2.268], [2.586, -6.726, 0.117], [2.824, -5.289, 1.036], [1.542, -5.273, -0.169], [4.527, -3.565, -1.628], [4.005, -3.423, 0.010], [2.829, -3.142, -1.350], [-8.904, -1.880, 5.416], [-7.874, -2.317, 4.423], [-6.456, -1.338, 4.597], [-5.285, -1.482, 3.721], [-6.210, -0.530, 5.833], [-8.279, -2.150, 2.746], [-9.472, -1.510, 2.312], [-7.428, -2.675, 1.681], [-7.309, -3.917, 4.571], [-6.424, -4.187, 5.711], [-8.363, -4.946, 4.276], [-4.526, -0.794, 4.093], [-5.451, -1.161, 2.693], [-4.980, -2.529, 3.718], [-5.366, 0.154, 5.743], [-6.092, -1.317, 6.578], [-7.037, 0.097, 6.165], [-9.394, -1.349, 1.237], [-10.235, -2.278, 2.437], [-10.014, -0.783, 2.917], [-6.481, -3.101, 2.014], [-7.909, -3.444, 1.077], [-7.235, -1.808, 1.049], [-6.979, -3.955, 6.620], [-5.999, -5.191, 5.714], [-5.537, -3.576, 5.547], [-8.003, -5.974, 4.325], [-8.904, -4.689, 3.365], [-9.138, -4.852, 5.037], [0.101, 0.707, 2.717], [0.566, 0.952, 4.127], [2.202, 1.283, 4.213], [3.135, 0.163, 4.360], [2.666, 2.384, 3.442], [0.199, -0.345, 5.221], [-0.605, -1.493, 4.822], [0.459, -0.294, 6.676], [-0.272, 2.250, 4.875], [0.128, 3.067, 6.051], [-1.575, 2.532, 4.414], [2.897, -0.497, 5.193], [4.136, 0.576, 4.489], [3.127, -0.343, 3.395], [1.883, 3.141, 3.385], [2.923, 2.117, 2.417], [3.538, 2.798, 3.948], [-0.268, -1.882, 3.861], [-0.575, -2.270, 5.586], [-1.646, -1.170, 4.800], [-0.369, 0.116, 7.255], [0.786, -1.233, 7.123], [1.248, 0.385, 7.000], [0.788, 3.862, 5.706], [-0.712, 3.564, 6.536], [0.760, 2.513, 6.746], [-1.916, 3.567, 4.445], [-2.249, 1.880, 4.968], [-1.642, 2.470, 3.327], [-6.468, 5.650, 1.388], [-5.453, 4.565, 1.477], [-4.159, 5.018, 2.471], [-3.160, 6.018, 2.000], [-4.380, 5.053, 3.887], [-4.690, 4.138, -0.031], [-3.658, 3.105, -0.019], [-5.374, 4.301, -1.325], [-5.882, 3.018, 2.122], [-5.036, 1.902, 2.481], [-7.277, 2.694, 2.295], [-3.344, 7.072, 2.207], [-3.008, 5.937, 0.924], [-2.177, 5.680, 2.329], [-4.730, 4.139, 4.367], [-4.952, 5.934, 4.179], [-3.440, 5.272, 4.393], [-4.031, 2.082, -0.073], [-3.094, 3.304, -0.930], [-2.913, 3.056, 0.775], [-5.664, 5.341, -1.475], [-4.899, 3.893, -2.217], [-6.283, 3.720, -1.175], [-5.434, 1.449, 3.389], [-5.121, 1.204, 1.649], [-3.969, 2.122, 2.507], [-7.920, 3.459, 2.730], [-7.412, 1.794, 2.895], [-7.694, 2.579, 1.294], [5.011, 6.613, -5.753], [4.074, 6.717, -4.607], [4.099, 5.424, -3.498], [3.445, 5.489, -2.177], [4.675, 4.109, -3.842], [2.438, 6.780, -5.147], [2.158, 7.261, -6.510], [1.289, 6.298, -4.454], [4.388, 8.049, -3.669], [3.479, 9.188, -3.457], [5.727, 8.238, -3.089], [2.770, 4.651, -2.001], [2.888, 6.413, -2.019], [4.275, 5.523, -1.472], [5.183, 3.715, -2.962], [5.392, 4.201, -4.659], [3.903, 3.347, -3.947], [1.529, 6.583, -7.086], [1.710, 8.254, -6.548], [3.106, 7.323, -7.046], [1.139, 6.555, -3.405], [0.394, 6.515, -5.037], [1.448, 5.221, -4.406], [3.584, 9.878, -4.294], [2.425, 8.920, -3.388], [3.678, 9.684, -2.506], [5.828, 9.209, -2.604], [6.543, 8.225, -3.812], [5.814, 7.457, -2.334], [5.645, 2.283, 2.549], [6.182, 1.317, 1.524], [4.989, 0.987, 0.273], [3.858, 0.002, 0.475], [4.727, 2.021, -0.744], [6.717, -0.209, 2.122], [6.867, -0.484, 3.516], [7.303, -1.181, 1.236], [7.672, 1.875, 0.761], [8.567, 2.567, 1.706], [8.221, 1.304, -0.453], [2.983, 0.652, 0.477], [4.037, -0.631, 1.343], [3.719, -0.584, -0.434], [5.704, 2.491, -0.852], [3.955, 2.721, -0.424], [4.426, 1.443, -1.618], [7.843, -0.116, 3.831], [6.079, -0.013, 4.104], [6.915, -1.534, 3.804], [7.043, -2.168, 1.620], [6.978, -1.062, 0.202], [8.375, -1.079, 1.061], [9.573, 2.194, 1.516], [8.678, 3.644, 1.579], [8.170, 2.374, 2.702], [8.939, 0.510, -0.245], [8.817, 2.056, -0.970], [7.460, 0.892, -1.115], [0.146, -4.159, 1.710], [-1.180, -4.809, 1.421], [-2.530, -3.752, 1.433], [-3.860, -4.306, 1.213], [-2.423, -2.474, 2.239], [-1.548, -6.011, 2.646], [-2.628, -6.925, 2.614], [-0.809, -5.931, 3.934], [-1.303, -5.651, -0.097], [-1.332, -4.848, -1.331], [-0.802, -7.058, -0.308], [-4.266, -4.866, 2.055], [-3.808, -5.033, 0.402], [-4.629, -3.560, 1.012], [-1.428, -2.035, 2.160], [-2.697, -2.536, 3.292], [-3.116, -1.731, 1.842], [-2.930, -7.042, 1.573], [-2.220, -7.893, 2.905], [-3.412, -6.641, 3.316], [-0.969, -6.785, 4.593], [0.256, -5.827, 3.724], [-1.004, -5.046, 4.539], [-2.376, -4.692, -1.605], [-0.878, -3.860, -1.257], [-0.810, -5.342, -2.150], [-1.615, -7.545, -0.848], [-0.543, -7.484, 0.661], [0.136, -7.045, -0.863], [-1.758, 0.305, -6.236], [-2.094, 1.798, -6.406], [-1.656, 2.772, -5.060], [-0.657, 2.339, -4.061], [-2.162, 4.197, -4.894], [-3.804, 2.115, -6.689], [-4.698, 2.085, -5.564], [-4.319, 1.541, -7.943], [-1.275, 2.540, -7.728], [-1.746, 3.884, -8.166], [0.028, 2.128, -8.270], [-1.133, 2.524, -3.097], [0.162, 3.051, -4.163], [-0.303, 1.310, -4.120], [-2.742, 4.289, -3.976], [-2.881, 4.359, -5.697], [-1.386, 4.954, -5.002], [-4.387, 2.905, -4.917], [-5.715, 2.275, -5.905], [-4.593, 1.180, -4.965], [-3.693, 1.779, -8.803], [-4.323, 0.451, -7.909], [-5.314, 1.941, -8.138], [-1.967, 3.939, -9.232], [-2.604, 4.286, -7.627], [-0.948, 4.599, -7.965], [0.203, 1.055, -8.181], [0.821, 2.547, -7.649], [0.282, 2.434, -9.285], [3.746, -3.577, -5.582], [2.694, -2.540, -5.496], [1.196, -3.233, -4.984], [1.147, -4.464, -4.259], [-0.091, -2.574, -5.244], [2.273, -1.795, -6.964], [1.767, -2.608, -8.153], [2.936, -0.552, -7.368], [2.959, -1.165, -4.479], [1.829, -0.302, -4.125], [4.181, -0.849, -3.758], [0.939, -5.181, -5.053], [0.391, -4.393, -3.478], [2.172, -4.593, -3.913], [-0.900, -3.222, -5.582], [-0.030, -1.735, -5.937], [-0.311, -2.163, -4.259], [2.618, -2.885, -8.776], [1.236, -3.463, -7.737], [1.043, -2.028, -8.727], [2.765, 0.148, -6.550], [4.016, -0.690, -7.426], [2.484, -0.057, -8.228], [1.249, -0.655, -3.272], [2.224, 0.678, -3.859], [1.106, -0.246, -4.939], [3.907, -0.931, -2.706], [4.580, 0.118, -4.066], [4.965, -1.553, -4.038], [-7.102, -2.707, -1.788], [-6.461, -1.566, -2.523], [-4.793, -1.346, -2.135], [-4.459, -1.129, -0.733], [-3.794, -0.863, -3.088], [-7.279, -0.069, -2.366], [-6.740, 1.213, -2.890], [-8.717, 0.005, -2.057], [-6.413, -1.813, -4.240], [-6.067, -3.110, -4.701], [-7.496, -1.303, -5.042], [-3.888, -1.978, -0.356], [-5.288, -1.071, -0.028], [-3.870, -0.223, -0.592], [-3.900, -1.430, -4.013], [-2.756, -0.985, -2.776], [-3.940, 0.201, -3.271], [-5.831, 1.548, -2.391], [-6.445, 1.049, -3.927], [-7.424, 2.062, -2.898], [-8.887, 1.010, -1.669], [-9.329, -0.153, -2.944], [-8.850, -0.764, -1.296], [-5.122, -3.319, -4.198], [-6.869, -3.834, -4.564], [-5.945, -3.196, -5.781], [-8.367, -1.874, -4.719], [-7.414, -1.418, -6.123], [-7.727, -0.252, -4.871], [-0.135, -0.963, 0.024], [-0.091, 0.242, -0.832], [-1.128, 0.680, -1.203], [1.029, 0.754, -1.044], [-1.145, -0.988, 0.431], [0.592, -0.829, 0.826], [0.061, -1.813, -0.629], [8.479, -5.774, 7.642], [7.212, -5.191, 8.345], [5.994, -5.433, 7.599], [5.064, -4.194, 7.101], [5.710, -2.942, 6.592], [4.194, -3.822, 8.454], [3.718, -4.779, 9.440], [2.353, -4.397, 9.980], [4.020, -4.991, 6.096], [2.831, -4.322, 5.717], [3.106, -3.577, 4.412], [8.475, -6.839, 7.407], [8.632, -5.277, 6.685], [9.458, -5.507, 8.040], [7.100, -5.529, 9.375], [7.480, -4.143, 8.482], [3.750, -5.761, 8.969], [4.340, -4.791, 10.336], [2.541, -3.379, 10.321], [1.632, -4.388, 9.162], [1.977, -4.967, 10.830], [1.990, -4.997, 5.555], [2.471, -3.606, 6.456], [3.574, -4.173, 3.629], [2.086, -3.292, 4.155], [3.635, -2.669, 4.703], [3.164, 7.695, 3.225], [2.512, 6.488, 2.547], [2.461, 6.689, 1.131], [1.013, 7.025, 0.432], [-0.194, 7.112, 1.289], [1.315, 8.274, -0.564], [1.107, 9.570, 0.024], [1.748, 10.767, -0.792], [0.797, 5.819, -0.708], [0.152, 4.548, -0.484], [1.056, 3.681, 0.355], [3.203, 7.612, 4.312], [4.184, 7.900, 2.900], [2.603, 8.595, 2.974], [3.173, 5.623, 2.592], [1.591, 6.285, 3.095], [0.058, 9.843, 0.139], [1.460, 9.550, 1.055], [1.634, 11.732, -0.298], [2.825, 10.695, -0.949], [1.194, 11.024, -1.694], [-0.849, 4.652, -0.065], [0.063, 4.051, -1.450], [1.379, 4.201, 1.257], [0.528, 2.781, 0.670], [1.942, 3.455, -0.238]], "atomic_forces_ev_per_a": [[0.225, -0.001, 1.414], [0.258, 0.568, 0.759], [-0.201, 0.331, -1.175], [-0.404, 0.526, -0.246], [0.406, 0.190, -0.738], [1.022, 0.225, 1.134], [-0.387, 1.191, 0.817], [-0.201, 0.108, -0.065], [1.090, -1.312, -1.777], [-0.582, -0.324, 0.514], [1.118, -1.266, -0.651], [-0.132, -0.738, 0.620], [-0.641, -0.235, -0.578], [0.477, 0.015, 0.132], [0.388, 0.472, -0.207], [-0.742, 0.247, 0.207], [-0.369, -0.488, 0.288], [-0.220, -0.017, 0.144], [0.436, 0.186, -0.158], [0.109, -0.233, -0.528], [0.130, 0.130, -0.270], [-0.265, 0.164, -0.229], [-0.100, -0.146, 0.038], [-0.342, -0.052, -0.201], [0.058, 0.354, 0.188], [-0.341, -0.202, 0.349], [-0.122, 0.210, -0.278], [-0.371, 0.170, 0.243], [-0.208, -0.010, 0.155], [0.716, -0.461, -1.251], [1.028, 1.442, -0.825], [-0.708, 0.582, -0.235], [-0.824, 0.166, 0.433], [-0.895, -1.394, -0.135], [2.043, -0.705, 3.164], [-2.081, -1.724, -0.119], [-0.258, 0.457, 0.004], [-0.467, -0.362, -1.263], [-0.220, 0.516, -0.750], [-0.157, 1.225, 1.052], [0.315, -0.448, 0.096], [-0.328, -0.079, -0.136], [0.535, 0.016, -0.109], [0.229, -0.477, -0.194], [0.589, 0.671, 0.806], [-0.359, -0.244, -0.427], [-0.137, 0.724, 0.192], [-0.637, -0.431, -0.740], [1.307, 0.975, 0.025], [-0.264, 0.184, 0.331], [-0.267, -0.027, -0.070], [0.334, -0.228, -0.477], [0.531, -0.147, 0.464], [-0.631, -0.283, -0.094], [-0.114, 0.400, 0.583], [0.331, 0.232, -0.395], [0.503, -0.263, -0.330], [-0.155, -0.234, 0.342], [-0.100, -0.093, 1.523], [-0.943, -0.174, 0.919], [-1.669, -1.136, 1.948], [-0.015, 0.572, -0.723], [0.241, 0.914, -0.211], [1.648, 0.179, 0.037], [-0.056, 0.739, -0.044], [0.226, 1.083, -0.114], [2.033, 0.551, 0.064], [1.268, -0.349, -1.067], [-1.190, 0.153, -1.100], [-0.139, 0.095, -0.197], [-0.057, 0.050, 0.155], [0.279, -0.691, 0.134], [-0.035, 0.112, 0.076], [0.196, -0.103, -0.094], [0.105, 0.156, -0.318], [-0.205, -0.068, 0.105], [0.384, -0.080, -0.034], [-0.330, -0.261, -0.441], [-0.610, -0.357, -0.070], [-0.331, -0.398, -0.435], [0.395, 0.207, -0.765], [0.027, 0.352, -0.057], [-0.153, -0.535, -0.020], [-0.410, -0.157, 0.197], [0.378, 0.310, 1.058], [-0.861, 0.109, -0.453], [-0.087, -1.124, -0.104], [0.020, -1.635, -0.396], [1.565, -0.797, -0.230], [0.349, -0.336, -1.434], [0.175, -1.343, -0.707], [0.619, 0.855, 1.003], [0.739, 0.926, 1.486], [0.183, -0.031, -1.019], [-1.360, -0.151, 1.500], [-0.098, 2.499, 0.839], [0.229, 0.105, -1.083], [-0.994, 0.363, -0.891], [-0.231, -0.136, 0.447], [-0.586, 0.003, -0.164], [0.037, 0.429, 0.662], [-0.415, -0.014, -0.480], [-0.745, -0.147, 0.100], [0.452, -0.212, -0.160], [-0.370, -0.169, -0.233], [0.299, -0.365, -0.096], [-0.330, 0.817, 0.402], [0.137, -0.029, -0.082], [0.667, 0.069, 0.414], [-0.529, 0.064, -0.774], [0.416, -0.066, 0.137], [-0.033, -0.775, 0.157], [-0.153, 0.352, 0.526], [0.469, 0.377, 0.305], [0.094, -0.076, -0.197], [-0.497, -0.677, -0.051], [-0.360, -0.460, 0.641], [-1.162, -0.837, -0.038], [-0.049, 0.371, -1.008], [1.095, 0.558, -0.611], [-0.305, 0.636, 0.997], [1.717, 1.678, -0.701], [1.011, 0.111, 0.139], [0.035, -1.510, 0.485], [-0.708, 1.037, 0.573], [-0.089, -0.419, -0.527], [-0.384, -0.445, 0.028], [0.104, -0.077, -0.056], [0.020, -0.077, -0.335], [-0.239, -0.398, 0.639], [0.559, 0.304, 0.173], [-0.392, -0.156, -0.098], [-0.274, -0.014, -0.858], [-0.140, -0.265, 0.234], [-0.214, 0.131, 0.231], [-0.004, 0.005, 0.011], [0.127, 0.755, -0.027], [0.017, 0.033, 0.186], [-0.711, -0.553, 0.030], [-0.056, 0.438, 0.146], [0.038, -0.423, -0.195], [0.369, -0.087, -0.214], [-0.429, -0.035, 0.069], [-0.128, -0.461, -0.180], [0.724, 0.018, 0.086], [1.289, -1.459, -0.855], [-0.108, -0.294, -0.927], [1.717, -0.827, 1.542], [1.151, 1.809, -0.685], [0.756, -1.320, 1.098], [-1.840, 0.918, -0.987], [0.556, 0.552, 1.012], [0.050, 0.154, -0.743], [-2.696, 0.363, 0.481], [-0.164, -0.557, -0.746], [0.524, 0.226, 0.282], [-0.473, -0.451, 0.818], [-0.242, 0.207, -0.057], [0.346, -0.336, -0.029], [-0.339, 0.491, -0.585], [-0.023, 0.143, -0.119], [-0.034, 0.546, -0.430], [0.125, 0.314, 0.505], [0.219, 0.057, -0.024], [-0.494, -0.294, -0.567], [0.196, -0.144, -0.287], [-0.787, -0.131, 0.100], [0.463, -0.138, 0.845], [0.124, -0.397, 0.578], [-0.558, 0.201, -0.260], [0.591, 0.084, 0.162], [0.069, -0.305, 0.123], [-0.265, 0.222, -0.299], [-0.085, 0.226, 0.094], [-1.859, -0.290, -0.131], [-0.206, -1.321, 0.438], [1.299, 1.016, 0.200], [-0.054, -0.456, 0.230], [-0.209, -0.701, -0.838], [2.217, 1.979, -0.390], [0.250, -0.679, -0.346], [0.524, 0.606, -0.776], [0.697, 0.387, 1.539], [-0.598, 0.053, 0.327], [-0.304, 1.791, 0.645], [0.172, -0.035, 0.460], [-0.115, 0.218, -0.222], [0.402, 0.292, -0.373], [-0.079, -0.411, 0.021], [0.152, -0.617, 0.102], [-0.139, -0.072, -0.381], [-0.632, 0.078, 0.199], [-0.292, -0.361, 0.187], [-0.457, -0.134, -0.253], [-0.179, -0.260, -0.441], [0.107, -0.321, -0.060], [-0.613, 0.258, -0.053], [-0.057, 0.078, -0.370], [0.138, 0.020, 0.388], [-0.119, -0.277, 0.210], [0.358, -0.599, 0.116], [-0.487, -0.267, -0.042], [-0.260, -0.002, -0.210], [-0.317, 3.319, -0.239], [0.584, -0.968, 0.159], [-1.289, -0.249, -0.782], [-0.817, 1.250, -0.127], [-0.089, -2.009, -0.895], [2.609, 0.126, -1.164], [0.683, 0.382, 0.509], [0.385, -0.133, 0.239], [-1.964, -0.128, -0.499], [0.916, -0.199, 0.382], [0.307, -0.239, 1.321], [0.287, -0.323, 0.323], [0.502, -0.235, 0.218], [-0.375, 0.162, -0.355], [0.382, 0.117, 0.343], [0.047, 0.088, 0.072], [0.187, -0.163, 0.302], [-0.368, 0.059, 0.286], [-0.015, -0.206, 0.102], [-0.434, -0.275, -0.181], [0.157, 0.326, 0.187], [-0.367, -0.206, 0.097], [-0.043, -0.108, 0.078], [0.000, -0.290, -0.109], [-0.041, -0.635, -0.050], [0.227, 0.202, -0.098], [-0.521, -0.114, -0.104], [0.255, 0.328, 0.125], [-0.801, 0.122, -0.149], [-0.123, 0.894, 0.586], [-1.692, 0.364, 0.020], [0.934, 2.372, -2.051], [0.877, 0.406, -1.063], [0.775, 0.355, 0.943], [-0.775, -0.382, -1.108], [0.564, 0.660, 2.021], [-0.187, 0.016, 1.559], [-0.331, -1.055, -1.134], [0.241, -0.524, -0.301], [-0.322, -0.902, -0.721], [-0.353, -1.010, 0.729], [0.161, -0.309, 0.082], [-0.184, -0.712, 0.516], [0.178, -0.395, 0.025], [0.170, -0.212, 0.001], [-1.076, 0.275, -0.013], [-0.149, -0.272, -0.080], [0.239, -0.212, -0.245], [0.108, 0.215, 0.054], [0.225, 0.249, 0.009], [0.105, 0.180, -0.611], [0.124, -0.568, -0.304], [0.144, -0.222, 0.359], [-0.149, 0.170, -0.170], [0.194, 0.298, -0.179], [0.724, 0.333, 0.308], [-0.219, 0.424, 0.358], [-0.134, -0.312, 0.296], [0.559, 1.680, -0.350], [0.452, 0.112, -0.937], [-1.722, -0.099, 0.005], [0.265, -0.424, 0.396], [-0.523, -0.062, -0.473], [0.471, 0.340, 0.160], [0.946, -1.116, -0.716], [1.188, -0.520, 0.250], [0.371, 1.644, 0.381], [0.704, -0.932, 0.062], [-1.458, 0.430, 0.801], [0.426, -0.019, -0.075], [-0.535, 0.118, -0.462], [0.108, 0.130, -0.141], [0.022, 0.351, -0.097], [-0.170, -0.250, 0.549], [0.186, 0.132, -0.225], [0.008, -0.186, 0.375], [0.007, 0.237, -0.156], [-0.404, -0.443, 0.345], [-0.291, -0.219, 0.219], [-0.237, -0.121, 0.051], [-0.761, 0.126, -0.083], [-0.124, -1.014, -0.141], [0.036, -0.402, 0.838], [0.512, 0.751, -0.164], [-0.728, 0.048, -0.440], [0.668, -0.282, 0.098], [0.175, -0.026, 0.141], [-0.171, -0.047, 0.209], [3.085, 0.357, 0.957], [-1.545, 0.899, -0.952], [-1.706, -0.759, -0.045], [0.225, -0.169, -0.173], [0.002, -0.168, -0.221], [0.125, -0.031, 0.217], [-0.418, 0.235, -0.940], [1.857, 0.153, -0.037], [-0.238, 1.031, -0.647], [-0.547, 0.390, 0.792], [-0.970, -2.218, 0.589], [0.321, -0.146, -0.611], [0.083, -0.951, -0.130], [0.333, 0.969, -0.959], [1.870, 0.110, 2.357], [-0.063, 0.738, -1.375], [-1.232, 0.433, 1.189], [-0.260, -0.033, 0.372], [-0.723, 0.054, -0.385], [-0.339, -0.124, 1.155], [-0.313, -0.592, -0.220], [-0.716, 0.379, -0.421], [-0.105, -0.128, 0.185], [0.754, 0.089, -0.402], [-0.614, 0.217, 0.100], [-0.238, 0.066, 0.194], [0.341, -0.285, -0.213], [0.455, -0.714, 0.235], [0.278, 0.035, 0.305], [-0.016, 0.098, 0.212], [0.049, 0.340, -0.870], [0.399, -0.115, -0.607], [0.104, 0.306, -0.317], [1.735, 0.033, 0.967], [-2.641, 0.969, -0.968], [-0.739, -2.291, -1.750], [1.403, 0.403, -0.024], [-0.258, -0.831, 0.640], [0.368, 2.037, -0.024], [-0.338, -0.487, 0.590], [0.534, 2.195, 0.810], [0.496, -0.032, 0.440], [-0.122, 0.067, 0.287], [-0.217, -0.215, -0.008], [0.035, -0.326, -0.216], [-0.224, 0.046, 0.132], [-0.108, -0.127, 0.553], [-0.436, -0.128, -0.820], [-0.278, -0.629, -0.345], [0.468, 0.132, -0.032], [-0.151, -0.264, 0.943], [-0.205, -0.358, -0.228], [0.236, -0.841, -0.448], [0.034, 0.344, 0.126], [-0.121, 0.409, -0.255], [-0.058, 0.042, 0.071], [0.200, -0.192, -0.098], [-0.022, -0.274, 0.204]]}